1.
{"formula": "C4H8Cl2NO3S", "method": "ωB97M-V/def2-TZVPD", "symbols": ["C", "C", "C", "C", "N", "O", "O", "O", "S", "Cl", "Cl", "H", "H", "H", "H", "H", "H", "H", "H"], "coordinates": [[-0.7373, -0.5750, -1.2815], [-0.8458, -0.5015, 1.1510], [0.0177, -0.2016, -0.0257], [0.4814, 1.2774, 0.0551], [-0.5573, 2.2487, 0.0114], [2.2569, -0.8704, 1.1062], [0.8052, -2.6430, 0.2656], [2.0442, -1.1288, -1.3303], [1.4837, -1.3844, -0.0199], [1.4540, 1.5828, -1.4395], [1.4349, 1.5634, 1.4972], [0.0324, -0.4751, -2.1446], [-0.9863, -1.5471, -0.9802], [-1.6075, 0.0514, -1.3152], [-1.7845, 0.1005, 1.1774], [-1.0983, -1.5818, 1.2939], [-0.2231, -0.2213, 2.0775], [-1.1713, 2.0362, 0.7472], [-0.9989, 2.2694, -0.8453]], "relative_energy_kcal_mol": 7.8, "e_tot_ha": -1756.31571, "charge": -1, "smiles": "CC(C)(C(N)(Cl)Cl)S(=O)(=O)[O-]", "orbital_gap_ha": 0.3233}

2.
{"formula": "C4H8Cl2Si", "method": "ωB97M-V/def2-TZVPD", "symbols": ["C", "C", "C", "C", "Si", "Cl", "Cl", "H", "H", "H", "H", "H", "H", "H", "H"], "coordinates": [[1.9346, 0.7594, 0.2948], [2.7391, 0.2081, -0.6030], [-0.7857, -0.1289, 1.1919], [-0.4093, 0.4718, -1.7975], [0.0575, 0.9858, -0.0124], [-0.7013, 2.8036, 0.3796], [4.3509, -0.1972, -0.4220], [2.5248, 0.9932, 1.1489], [2.2896, -0.2211, -1.5126], [-0.1812, -1.0769, 1.2067], [-1.1565, 0.3329, 2.1578], [-1.7077, -0.2980, 0.6596], [0.3943, 0.2268, -2.5620], [-0.9661, -0.4702, -1.6514], [-1.1530, 0.9909, -2.3123]], "relative_energy_kcal_mol": 38.8, "e_tot_ha": -1367.12036, "smiles": "C[Si](C)(Cl)/C=C/Cl", "orbital_gap_ha": 0.3873}

Calculated HOMO level, -0.1963, -0.3584 Eh (same order as the records).
Calculated F_max, 3.03, 3.14 eV/A (same order as the records).